(1)
This record from the Open Molecules 2025 dataset describes C5H12AlI2InN2O as an isolated structure. The level of theory is ωB97M-V/def2-TZVPD.

Summary:
Kohn-Sham gap (eV): 3.526
Multiplicity: 1
Charge: +2
E (hartree): -1409.64128
HOMO level (eV): -14.86

Last column: Mulliken charge in e.
Geometry (Å):
1 I -2.433 -1.045 -3.728  0.04
2 I -2.341 -1.193 2.055  0.39
3 In -1.336 -0.375 -1.262  0.90
4 Al 4.783 -0.346 2.294  0.78
5 O -1.768 1.722 1.897  -0.38
6 N 0.496 0.602 -1.683  -0.48
7 N -1.249 -2.240 -0.236  -0.65
8 C -2.737 0.879 -0.092  -1.07
9 C -2.255 0.842 1.275  0.42
10 C 2.228 -0.644 0.473  -0.43
11 C 1.067 1.400 -0.628  -0.99
12 C 1.463 0.668 0.673  0.07
13 H -3.729 0.471 -0.154  0.48
14 H 0.319 2.124 -0.353  0.34
15 H 1.185 0.003 -2.119  0.27
16 H -2.735 1.874 -0.497  0.42
17 H 1.618 -1.470 0.776  0.35
18 H 2.071 1.359 1.237  0.46
19 H 0.600 0.483 1.287  0.00
20 H -0.703 -2.967 -0.699  0.24
21 H 2.626 -0.783 -0.516  0.46
22 H 1.941 1.919 -0.988  0.49
23 H 3.078 -0.660 1.180  -0.46
24 H -2.188 -2.621 -0.192  0.37

=====

(2)
This record from the Open Molecules 2025 dataset describes a 2-piece molecular cluster, C3H8NO2S overall. The level of theory is ωB97M-V/def2-TZVPD.

Summary:
Relative energy (zero: lowest compared OMol25 entry of this formula, charge and spin) (eV): 0.0000
Kohn-Sham gap (eV): 7.431
Multiplicity: 1
Charge: -1
E (hartree): -722.63206
HOMO level (eV): -3.52

Last column: Mulliken charge in e.
Geometry (Å):
1 S 1.867 -0.291 0.306  -0.62
2 O -2.270 1.849 -1.191  -0.69
3 O -0.607 1.452 0.243  -0.47
4 N -0.722 0.258 -1.681  -0.25
5 C -0.224 -1.740 1.511  -0.97
6 C 1.279 -1.750 1.242  -0.34
7 C -1.259 1.236 -0.884  0.71
8 H -1.035 0.240 -2.632  0.22
9 H -0.782 -1.668 0.574  0.24
10 H -0.491 -0.862 2.100  0.26
11 H -0.559 -2.625 2.061  0.37
12 H 0.219 0.852 0.306  0.03
13 H 1.823 -1.792 2.186  0.25
14 H 1.542 -2.655 0.688  0.21
15 H 0.163 -0.166 -1.424  0.07

=====

(3)
This record from the Open Molecules 2025 dataset describes one molecule with the formula C6H15OPSSi. The level of theory is ωB97M-V/def2-TZVPD.

Summary:
Relative energy (zero: lowest compared OMol25 entry of this formula, charge and spin) (eV): 0.7154
Kohn-Sham gap (eV): 8.473
Multiplicity: 1
Charge: 0
E (hartree): -1341.87400
HOMO level (eV): -9.25

Last column: Mulliken charge in e.
Geometry (Å):
1 S 0.241 -3.157 -0.201  -0.29
2 P 0.361 -3.078 -2.337  0.26
3 Si -0.695 -1.101 -0.024  0.52
4 O -0.239 -1.775 -2.650  -0.31
5 C -2.149 -0.470 -1.295  -1.39
6 C -1.027 -1.550 1.867  -1.35
7 C 2.079 -0.567 -0.110  -1.98
8 C 0.586 1.051 -1.416  -2.00
9 C 0.788 0.288 -0.087  1.86
10 C 0.836 1.358 1.006  -1.97
11 H 2.048 -1.159 0.791  0.43
12 H -1.723 -0.475 -2.231  0.51
13 H 0.938 0.425 -2.110  0.55
14 H -1.610 -2.358 1.957  0.49
15 H 2.046 -1.277 -0.940  0.25
16 H -0.107 1.656 1.034  0.62
17 H -1.366 -0.811 2.590  0.33
18 H -2.996 -1.128 -1.087  0.34
19 H -2.480 0.567 -1.296  0.41
20 H 1.381 2.249 0.693  0.43
21 H -0.049 -1.925 2.078  0.36
22 H 2.880 0.030 -0.108  0.64
23 H -0.419 1.423 -1.607  0.29
24 H 1.159 0.962 1.939  0.40
25 H 1.339 1.836 -1.409  0.58

=====

(4)
This record from the Open Molecules 2025 dataset describes a 2-piece molecular cluster, C3H9NO2S overall. The level of theory is ωB97M-V/def2-TZVPD.

Summary:
Relative energy (zero: lowest compared OMol25 entry of this formula, charge and spin) (eV): 0.3962
Kohn-Sham gap (eV): 5.919
Multiplicity: 1
Charge: -2
E (hartree): -723.06750
HOMO level (eV): 0.15

Last column: Mulliken charge in e.
Geometry (Å):
1 S -0.511 -3.229 -0.729  -0.80
2 O 1.999 2.715 1.303  -0.83
3 O -0.411 2.901 0.512  -0.86
4 N 0.075 0.707 -0.387  -0.29
5 C -0.888 1.829 -0.162  -0.42
6 C 0.523 -1.748 -0.356  -0.64
7 C -0.232 -0.556 0.280  -0.37
8 H 0.081 -0.457 1.329  0.22
9 H 1.029 2.868 0.972  0.40
10 H -1.250 2.119 -1.185  0.20
11 H 0.140 0.548 -1.387  0.20
12 H -1.771 1.363 0.335  0.23
13 H 1.294 -2.116 0.312  0.16
14 H 2.135 1.857 0.886  0.28
15 H 1.018 -1.425 -1.281  0.22
16 H -1.295 -0.789 0.217  0.30